1.
Entry from OMol25: a cluster of 7 separate species, C37H73ClN8O7S in total (the ωB97M-V functional and the def2-TZVPD basis).

Structure (XYZ):
```
127
C37H73ClN8O7S, DFT the ωB97M-V functional and the def2-TZVPD basis
C -5.398 4.579 0.247
C 1.063 -2.983 -0.457
H 2.634 -1.539 -0.201
H 7.224 0.572 -1.591
C 0.085 -1.801 -0.301
H -3.764 -3.218 0.625
N -4.226 4.883 1.058
H 7.378 -4.025 -2.761
C 3.493 -3.244 1.667
H 8.214 1.508 1.424
N -3.937 -0.025 3.760
H 9.209 -0.223 4.531
C 8.547 2.374 3.332
H -8.555 4.963 -6.245
H -3.581 2.234 2.976
H 10.724 0.498 3.941
H -2.249 -1.112 0.644
O -4.374 5.772 -6.943
C -3.612 4.101 1.972
N -5.544 5.519 -8.840
C -4.180 2.722 2.219
H 6.031 -3.607 1.021
H -5.783 2.810 -4.669
C 7.388 -3.072 -3.294
H 8.289 -2.533 -3.024
C 0.417 1.299 5.436
C -0.116 -1.371 1.173
H -3.443 -6.758 1.581
H 0.508 -0.953 -0.840
H -5.207 2.778 2.578
C -1.845 -4.031 1.858
H -4.416 -1.870 1.611
H 0.550 -0.542 1.378
H 8.045 -0.230 -2.938
C -6.849 4.328 -3.585
H 9.049 2.069 4.243
C 4.626 -2.289 2.053
C -0.720 -4.552 2.704
H 0.768 -3.514 -1.367
C -8.206 4.082 -5.700
H -6.328 5.865 -8.308
H -8.962 3.300 -5.794
H 4.519 -2.091 3.124
O -0.345 -4.144 3.743
C -1.661 3.369 4.992
H -3.792 5.786 0.946
C -5.621 3.825 -4.302
C 9.257 0.131 2.407
H 3.657 -4.195 2.179
S -5.444 -3.965 2.082
H 4.475 -3.375 -0.272
H 7.552 -3.293 3.338
H -5.371 4.481 -5.138
H 10.366 -1.206 3.622
C -2.773 -3.021 2.540
C 6.142 -1.069 -2.381
O -2.620 4.500 2.581
H -8.784 4.752 -3.772
H 0.921 2.198 5.793
C 3.476 -3.507 0.143
H 2.842 -2.518 -1.639
C 6.548 -3.645 3.101
H -4.378 -6.389 3.005
H -5.768 3.582 0.461
N 6.208 -2.301 -2.956
H -2.453 -4.891 1.576
H 4.516 -1.333 1.539
H -1.323 -1.704 3.497
H -6.105 6.049 -10.785
H -6.186 5.301 0.460
N -1.130 2.498 3.964
H 2.522 -2.822 1.933
H 5.303 -2.698 -3.157
C -0.194 1.536 4.075
C -3.189 -3.524 3.866
C 6.018 -2.901 1.849
N -3.289 -3.952 4.926
H 5.921 -3.451 3.970
H -5.151 4.645 -0.807
H -0.859 -2.100 -0.760
H -2.334 4.942 -8.123
C -4.393 5.443 -8.119
H -3.308 3.926 -9.195
H -4.551 -5.234 0.275
H -6.125 -5.833 0.803
H 9.004 3.297 2.972
H -1.433 -3.641 0.927
H -2.904 5.592 -9.667
H -1.497 2.613 3.034
C -5.152 -5.494 1.146
H 7.408 -3.277 -4.366
O 0.142 0.874 3.094
Cl 0.114 -5.951 1.941
O 9.252 -0.639 1.459
H 6.607 -4.718 2.927
H 8.023 -0.984 -1.326
C -1.569 -0.970 1.486
C -3.110 -0.714 3.359
H -0.349 1.008 6.156
C 2.535 -2.554 -0.594
N -7.999 4.412 -4.305
C -5.757 5.175 -10.233
H -7.284 3.735 -6.153
H 1.144 0.497 5.352
H -1.481 4.405 4.722
C -3.158 4.942 -8.829
H -6.513 4.393 -10.315
H 0.185 -2.174 1.849
H 7.499 2.576 3.560
C -2.133 -1.630 2.767
O 5.064 -0.547 -2.150
C -4.464 -6.617 1.945
C 7.449 -0.391 -2.039
H 0.968 -3.688 0.370
O -6.833 4.653 -2.407
H -4.838 4.821 -10.686
H 6.722 -2.106 1.600
H -1.192 3.160 5.949
H -4.151 2.122 1.308
C 9.932 -0.216 3.714
H -1.557 0.101 1.682
H -4.789 3.816 -3.605
H 3.175 -4.545 -0.020
H -2.737 3.221 5.084
H -4.957 -7.575 1.792
N 8.646 1.341 2.320
C -4.055 -2.893 1.622
```

orbital gap = 9.22 eV
2S+1 = 1
total charge = 0

2.
Entry from OMol25: a structure of composition C15H17NO7P2RuS3 (the ωB97M-V functional and the def2-TZVPD basis).

Structure (XYZ):
```
46
C15H17NO7P2RuS3, DFT the ωB97M-V functional and the def2-TZVPD basis
O 0.930 -1.950 -0.455
O -2.026 -2.868 -2.540
P 0.458 -3.355 -0.735
O 0.319 -3.844 -2.148
H 4.767 -0.859 0.091
C 0.244 4.484 1.106
O -3.745 -2.535 -0.794
P -2.191 -2.312 -1.074
H 5.903 3.095 -1.113
S -2.295 0.338 1.846
C -1.364 0.725 3.247
H -2.427 -3.514 1.722
H -1.148 -2.337 1.753
H 3.693 3.915 -0.378
C -0.853 3.874 0.530
H -1.508 -5.053 -1.307
O 1.345 -4.379 0.134
C 1.613 2.569 0.556
H 2.349 4.342 1.508
S 0.206 -0.027 3.186
C 3.952 2.872 -0.242
C 3.330 0.678 0.465
O -1.734 -4.855 -0.388
C -1.396 -3.328 1.418
C 5.477 1.057 -0.581
H 1.310 -5.263 -0.268
H -0.742 -4.028 1.939
C 5.188 2.409 -0.676
C -0.724 2.588 0.014
C 0.488 1.880 0.058
C 4.548 0.201 -0.006
H -4.086 -1.806 -0.242
H -1.089 -3.192 -2.676
C -1.254 -3.536 -0.086
H -1.815 4.372 0.521
Ru -0.040 -0.139 0.590
H 2.643 -1.189 0.916
H 2.276 -0.039 2.065
H 0.146 5.460 1.562
S -1.870 1.690 4.485
C 1.478 3.845 1.089
C 2.991 2.024 0.312
H 6.422 0.668 -0.945
H -1.594 2.119 -0.416
O -1.771 -0.901 -0.848
N 2.410 -0.225 1.084
```

orbital gap (spin up / spin down) = 6.74 / 6.70 eV
<S²> = 8.764
2S+1 = 6
energy relative to the best compared isomer or geometry (same formula, charge and spin) = 0.00 kcal/mol
total charge = -1

3.
Entry from OMol25: a cluster of 3 separate species, C19H43N6O2 in total (the ωB97M-V functional and the def2-TZVPD basis).

Structure (XYZ):
```
70
C19H43N6O2, DFT the ωB97M-V functional and the def2-TZVPD basis
C -0.810 -1.204 -0.891
C -1.398 2.909 -0.281
C 1.508 -5.207 1.610
H -2.630 3.648 -2.412
H 3.692 -6.091 -0.519
C 1.540 -2.375 -1.302
C -0.711 4.601 -2.889
H 4.609 -3.802 -1.120
C 1.846 -6.245 0.688
H 3.461 -1.431 -1.493
H -3.576 -6.140 -2.401
N -0.152 3.027 5.502
H 2.234 -4.716 2.309
H 0.954 3.684 -2.204
N 1.156 -3.690 -1.095
C 1.530 4.629 4.773
C 0.657 -1.092 -1.449
C -0.745 -4.284 -2.389
H 0.030 2.154 2.854
O -0.961 3.907 2.887
C -0.814 5.299 2.656
H -1.410 2.021 0.355
H -1.464 -1.775 -1.620
H -2.375 3.394 -0.214
N -0.914 -1.677 0.504
H 0.994 3.510 2.293
H -2.494 -3.590 -1.284
H -3.152 -5.765 -0.680
C 3.522 -3.549 -1.156
H -0.464 -5.247 -2.916
H 0.082 5.526 2.071
C -2.327 -4.272 -2.171
H -0.314 5.444 -0.906
C -2.764 -5.739 -1.740
H 0.805 3.587 -3.796
H 0.431 -4.856 1.590
C 2.581 -5.946 -0.706
H -0.945 3.638 5.313
H -2.857 -3.875 -3.074
H -0.430 6.629 -2.193
C -1.591 3.365 -2.620
N 0.705 4.240 -3.022
H -0.194 -2.360 0.749
N -0.129 -4.218 -1.005
H -0.795 5.839 3.604
H -1.688 5.642 2.100
H 2.230 -6.623 -1.526
H -1.611 2.763 -3.534
H -1.869 -6.422 -1.773
C 0.860 3.292 4.474
H 1.633 2.520 4.549
H -0.529 2.093 5.358
H -1.043 5.034 -3.838
H 2.160 4.547 5.661
H -0.075 -5.206 -0.720
H -1.896 5.866 -1.577
H 1.173 -0.277 -0.853
H -0.617 3.571 0.097
C 0.265 3.205 3.055
H -1.228 -0.148 -0.901
H 0.657 -0.735 -2.523
H 1.529 -7.283 0.979
H 0.809 5.425 4.969
H -1.797 -2.189 0.633
C -0.846 5.689 -1.827
H -0.411 -3.417 -3.019
H 2.168 4.944 3.943
C 2.381 -4.422 -0.988
O -1.093 2.499 -1.606
N 2.915 -2.278 -1.346
```

orbital gap = 7.04 eV
2S+1 = 1
total charge = +1

Number 1: F_max 1.1 eV/Å. Number 2: F_max 0.7 eV/Å. Number 3: F_max 4.7 eV/Å.